Entry 1:
{"formula": "C17H23N2OS", "method": "the ωB97M-V functional and the def2-TZVPD basis", "e_tot_ev": -33855.76931, "total_charge": 1, "orbital_gap_ev": 6.32, "homo_ev": -10.408, "species": ["C", "S", "C", "C", "C", "N", "H", "H", "H", "H", "H", "H", "H", "C", "C", "N", "C", "C", "C", "C", "C", "C", "C", "C", "C", "C", "C", "O", "H", "H", "H", "H", "H", "H", "H", "H", "H", "H", "H", "H", "H", "H", "H", "H"], "coordinates": [[2.2257, -2.8713, -3.9922], [0.6202, -2.5084, -3.1682], [0.2523, -4.1169, -2.3890], [1.0923, -1.5152, -1.8550], [1.2723, -0.1611, -2.1053], [1.4231, 0.9924, -2.3066], [2.6319, -1.9241, -4.3680], [2.9198, -3.3454, -3.2887], [1.9643, -3.5354, -4.8221], [-0.4819, -3.9425, -1.5978], [-0.1920, -4.7568, -3.1597], [1.1752, -4.5502, -1.9943], [1.3246, -1.9682, -0.8780], [1.8493, 4.7999, 1.9632], [1.8794, 3.7069, 0.9043], [1.0166, 2.5761, 1.2837], [0.1723, 2.0406, 0.4049], [-0.5184, 0.8443, 0.6535], [-1.1862, 0.1426, -0.3350], [-2.2033, -0.8248, -0.0311], [-3.4020, -0.7982, -0.7885], [-4.4943, -1.5472, -0.3794], [-4.3718, -2.4327, 0.7057], [-3.1717, -2.5091, 1.4253], [-2.0875, -1.7099, 1.0680], [1.1968, 1.9968, 2.6099], [2.0783, 2.9468, 3.4021], [1.5672, 4.2855, 3.2660], [2.8440, 5.2843, 1.9951], [1.0781, 5.5497, 1.7200], [1.5221, 4.0985, -0.0548], [2.9161, 3.3331, 0.8192], [0.0698, 2.5474, -0.5611], [-0.5900, 0.4801, 1.6863], [-1.0382, 0.4241, -1.3766], [-3.4677, -0.0857, -1.6173], [-5.4401, -1.4482, -0.9102], [-5.2221, -3.0450, 1.0015], [-3.0769, -3.2073, 2.2576], [-1.1525, -1.7363, 1.6350], [0.2173, 1.8903, 3.1120], [1.6661, 1.0020, 2.5448], [1.9965, 2.7279, 4.4739], [3.1251, 2.8708, 3.0470]]}

---

Entry 2:
{"formula": "C17H23N3O2S", "method": "the ωB97M-V functional and the def2-TZVPD basis", "e_tot_ev": -37385.66896, "orbital_gap_ev": 7.16, "relative_energy_kj_mol": 1886.13, "smiles": "CCn1c(COc2ccccc2)nnc1SCC(=O)C(C)(C)C", "homo_ev": -7.760, "species": ["C", "C", "N", "C", "C", "O", "C", "C", "C", "C", "C", "C", "N", "N", "C", "S", "C", "C", "O", "C", "C", "C", "C", "H", "H", "H", "H", "H", "H", "H", "H", "H", "H", "H", "H", "H", "H", "H", "H", "H", "H", "H", "H", "H", "H", "H"], "coordinates": [[-0.7199, 0.6280, -2.1456], [-0.9057, 1.1632, -0.9468], [-0.7454, 0.3392, 0.1598], [-1.9067, -0.2724, 0.8264], [-3.1295, -0.0182, 0.6665], [-3.4943, 1.2515, 0.6312], [-3.7477, 1.9616, 1.6737], [-3.8976, 3.3975, 1.8750], [-4.0662, 3.9753, 2.9608], [-3.6211, 3.5519, 4.1037], [-3.4487, 2.2224, 4.0639], [-3.2638, 1.4602, 2.9493], [-1.4568, -1.2793, 1.7385], [-0.1602, -1.2949, 1.7749], [0.3766, -0.1777, 0.7098], [1.8930, 0.1169, 0.6004], [2.4815, -1.5982, 0.2646], [2.2783, -2.0899, -0.8319], [1.2162, -2.2811, -1.3780], [3.3834, -1.9509, -2.0311], [2.8403, -2.3666, -3.2929], [4.3725, -3.1515, -1.7011], [4.1380, -0.6766, -1.9715], [-0.0440, -0.1338, -2.1255], [-0.6671, 1.2855, -2.8076], [-1.7345, 0.0202, -2.3247], [-1.5323, 1.7864, -0.7228], [0.0263, 1.9259, -0.6848], [-3.3321, -0.1435, -0.5180], [-3.9586, -0.7958, 1.3586], [-4.0752, 3.8576, 0.9331], [-4.0666, 5.1952, 2.9536], [-3.7833, 3.9340, 5.0801], [-3.0491, 1.7248, 5.1474], [-3.0853, 0.3375, 3.2147], [3.7001, -1.6210, 0.5722], [1.9982, -2.1856, 1.0058], [2.0829, -1.6430, -3.7174], [3.6320, -2.3336, -4.0832], [2.2304, -3.2624, -3.5289], [5.2468, -3.1812, -2.1762], [3.7657, -4.2478, -1.5642], [4.9730, -2.7455, -0.6646], [4.7582, -0.4573, -0.9947], [4.8536, -0.4783, -2.8123], [3.6447, 0.2513, -2.2404]]}

---

Entry 3:
{"formula": "C17H23N3O7S2", "method": "the ωB97M-V functional and the def2-TZVPD basis", "e_tot_ev": -58473.01518, "orbital_gap_ev": 9.29, "smiles": "COc1ccc(S(=O)(=O)n2nc(C)c(S(=O)(=O)N3CCOCC3)c2C)cc1OC", "homo_ev": -8.844, "species": ["C", "O", "C", "C", "C", "C", "S", "O", "O", "N", "N", "C", "C", "C", "S", "O", "O", "N", "C", "C", "O", "C", "C", "C", "C", "C", "C", "O", "C", "H", "H", "H", "H", "H", "H", "H", "H", "H", "H", "H", "H", "H", "H", "H", "H", "H", "H", "H", "H", "H", "H", "H"], "coordinates": [[6.0495, 2.4639, -1.1928], [5.6422, 1.6186, -0.1410], [4.6045, 0.7801, -0.3432], [3.8836, 0.6690, -1.5244], [2.8298, -0.2296, -1.6277], [2.5128, -1.0061, -0.5396], [1.1287, -2.1085, -0.6502], [0.9313, -2.7998, 0.5867], [1.1327, -2.8461, -1.8653], [-0.1619, -0.9593, -0.7680], [-0.6275, -0.5993, -1.9781], [-1.5628, 0.3029, -1.7825], [-2.3007, 0.9384, -2.9016], [-1.7053, 0.5497, -0.3904], [-2.8389, 1.6510, 0.4105], [-3.1748, 2.6914, -0.5157], [-2.2915, 2.0075, 1.6877], [-4.2362, 0.8143, 0.7144], [-4.2668, -0.1219, 1.8133], [-4.0449, -1.5576, 1.3244], [-4.9581, -1.8852, 0.2998], [-4.8154, -1.0230, -0.8080], [-5.0674, 0.4345, -0.4036], [-0.7743, -0.2614, 0.2263], [-0.3886, -0.3864, 1.6484], [3.2068, -0.9209, 0.6578], [4.2631, -0.0337, 0.7713], [5.0215, 0.1387, 1.8757], [4.7415, -0.6502, 3.0102], [6.8874, 3.0352, -0.7976], [6.3806, 1.8899, -2.0635], [5.2502, 3.1501, -1.4885], [4.1349, 1.2801, -2.3752], [2.2607, -0.3315, -2.5367], [-3.1618, 0.3326, -3.1833], [-1.6481, 1.0160, -3.7668], [-2.6459, 1.9222, -2.5944], [-3.5006, 0.1843, 2.5235], [-5.2513, -0.0514, 2.2899], [-4.2258, -2.2716, 2.1293], [-3.0148, -1.6781, 0.9560], [-5.5521, -1.3525, -1.5425], [-3.8051, -1.1316, -1.2308], [-4.8501, 1.1231, -1.2186], [-6.1151, 0.5486, -0.1022], [-0.5305, -1.4068, 2.0006], [0.6675, -0.1431, 1.7619], [-0.9782, 0.3122, 2.2365], [2.9035, -1.5686, 1.4632], [5.4772, -0.3562, 3.7565], [4.8487, -1.7170, 2.7929], [3.7359, -0.4566, 3.3956]]}

---

Entry 4:
{"formula": "C17H23N4O3SSr", "method": "the ωB97M-V functional and the def2-TZVPD basis", "e_tot_ev": -41774.31502, "total_charge": 1, "orbital_gap_ev": 9.63, "homo_ev": -12.162, "species": ["Sr", "N", "C", "C", "C", "C", "N", "H", "H", "H", "H", "H", "H", "H", "H", "H", "H", "H", "H", "N", "C", "C", "C", "C", "C", "C", "H", "H", "H", "H", "H", "H", "H", "O", "C", "N", "S", "O", "O", "C", "C", "C", "C", "C", "C", "H", "H", "H", "H"], "coordinates": [[-0.9701, 0.7495, 0.4981], [-0.2722, 0.6405, 3.2301], [0.1161, 1.7788, 4.1001], [1.0072, 2.7917, 3.3765], [0.3355, 4.1302, 3.0734], [-0.8819, 4.0741, 2.1645], [-0.5426, 3.5088, 0.8457], [-0.9655, 0.0885, 3.7304], [0.5345, 0.0233, 3.1601], [0.6296, 1.4032, 4.9882], [-0.8000, 2.2576, 4.4509], [1.4030, 2.3381, 2.4609], [1.8783, 3.0035, 3.9983], [1.0732, 4.8033, 2.6260], [0.0351, 4.5997, 4.0133], [-1.2899, 5.0841, 2.0695], [-1.6677, 3.4569, 2.6109], [0.3127, 3.9270, 0.4924], [-1.2645, 3.7538, 0.1707], [1.4793, -0.2950, -0.2546], [2.4054, 0.6144, 0.3459], [3.0991, 0.2638, 1.4996], [3.9163, 1.1918, 2.1268], [4.0477, 2.4734, 1.6111], [3.3576, 2.8204, 0.4602], [2.5337, 1.8989, -0.1713], [1.6873, -1.2529, 0.0059], [1.5327, -0.2583, -1.2686], [3.0111, -0.7413, 1.8983], [4.4601, 0.9058, 3.0169], [4.6949, 3.1912, 2.0950], [3.4664, 3.8113, 0.0394], [2.0080, 2.1747, -1.0804], [-2.4720, 1.9110, -1.4215], [-2.9816, 0.7793, -1.3973], [-2.1997, -0.3266, -1.4055], [-2.9147, -1.4930, -0.5387], [-2.8856, -2.8085, -1.0817], [-2.3496, -1.3345, 0.8146], [-4.5272, -0.7913, -0.5609], [-5.7251, -1.3233, -0.1360], [-6.8515, -0.5179, -0.2543], [-6.7517, 0.7715, -0.7711], [-5.5313, 1.2890, -1.1833], [-4.4098, 0.4815, -1.0837], [-5.7859, -2.3260, 0.2643], [-7.8164, -0.8945, 0.0556], [-7.6432, 1.3778, -0.8564], [-5.4555, 2.2897, -1.5870]]}